## P
25
Properties=species:S:1:pos:R:3 method="wB97M-V/def2-TZVPD" mol_weight_g_mol=139.22 homo_energy_ev="-10.4 / -14.9" spin_multiplicity=3 orbital_gap_ev="6.28 / 7.05" total_charge=+1
C 0.568 1.535 -0.059
C 0.578 0.152 1.731
C -0.720 1.760 -0.430
C -0.179 -0.895 -0.308
C -1.713 2.049 0.666
C -1.434 -1.423 -0.849
C 2.352 -1.181 -0.309
C 1.036 -1.096 -1.080
N 0.997 1.223 1.250
N -0.331 -0.694 1.075
H 1.330 1.577 -0.817
H 0.744 -0.077 2.755
H -0.898 2.083 -1.421
H -1.175 2.065 1.726
H -2.499 1.249 0.781
H -2.020 3.076 0.515
H -2.349 -1.163 -0.397
H -1.361 -2.571 -0.721
H -1.531 -1.245 -1.899
H 2.602 -0.203 -0.019
H 3.063 -1.491 -1.056
H 2.255 -1.848 0.572
H 0.970 -2.087 -1.481
H 0.897 -0.210 -1.838
H -1.183 -0.586 1.613

## Q
25
Properties=species:S:1:pos:R:3 method="wB97M-V/def2-TZVPD" mol_weight_g_mol=139.22 homo_energy_ev="-10.8 / -14.8" spin_multiplicity=3 orbital_gap_ev="7.43 / 7.07" total_charge=+1
C 0.647 0.088 -0.419
C 2.129 -0.614 1.058
C -0.249 -0.592 -1.434
C 0.094 0.672 1.044
C -0.951 0.237 -2.425
C -0.094 -2.002 -1.354
C -0.063 2.139 0.865
C -1.146 0.000 1.605
N 1.717 -0.718 -0.115
N 1.199 0.157 1.820
H 0.950 0.988 -0.930
H 2.875 -0.964 1.671
H -0.773 1.299 -2.322
H -1.946 -0.196 -2.414
H -0.637 -0.160 -3.374
H -0.425 -2.306 -0.331
H 0.892 -2.397 -1.367
H -0.678 -2.641 -2.110
H 0.645 2.639 0.268
H -0.024 2.797 1.851
H -1.031 2.300 0.368
H -1.268 0.455 2.634
H -0.980 -1.145 1.767
H -2.046 -0.058 0.871
H 1.165 0.021 2.773

The calculated energies rank the structures as follows, beginning with the most stable: Q, P.

## P
40
Properties=species:S:1:pos:R:3 method="wB97M-V/def2-TZVPD" mol_weight_g_mol=331.31 smiles="O=C1C(F)=C(F)C(=O)C(F)=C1F.C1=C(N2CCCCC2)CCC1" homo_energy_ev=-7.3 orbital_gap_ev=4.81
O -1.190 -6.125 2.299
C -1.193 -4.916 2.298
C -2.447 -4.176 2.300
F -3.607 -4.850 2.293
C -2.450 -2.831 2.314
F -3.613 -2.163 2.314
C -1.199 -2.084 2.330
O -1.201 -0.876 2.362
C 0.056 -2.825 2.309
F 1.215 -2.150 2.305
C 0.058 -4.170 2.295
F 1.221 -4.839 2.282
C -1.306 0.547 -1.969
C -0.026 0.933 -1.793
N 0.448 1.908 -0.883
C -0.180 1.946 0.461
C 0.195 3.192 1.273
C 1.718 3.395 1.306
C 2.282 3.465 -0.120
C 1.900 2.213 -0.918
C 0.894 0.061 -2.607
C -0.011 -0.709 -3.581
C -1.397 -0.615 -2.916
H -2.151 1.033 -1.515
H 0.123 1.037 0.989
H -1.265 1.875 0.336
H -0.211 3.128 2.294
H -0.278 4.074 0.824
H 1.985 4.296 1.878
H 2.186 2.560 1.841
H 1.886 4.353 -0.627
H 3.374 3.598 -0.104
H 2.434 1.337 -0.539
H 2.198 2.324 -1.967
H 1.660 0.650 -3.123
H 1.419 -0.624 -1.932
H 0.321 -1.740 -3.759
H -0.024 -0.209 -4.557
H -1.613 -1.530 -2.349
H -2.208 -0.494 -3.645

## Q
40
Properties=species:S:1:pos:R:3 method="wB97M-V/def2-TZVPD" mol_weight_g_mol=331.31 smiles="O=C1C(F)=C(F)C(=O)C(F)=C1F.C1=C(N2CCCC2)CCCC1" homo_energy_ev=-7.1 orbital_gap_ev=4.38
O -3.046 0.652 1.808
C -2.731 -0.431 2.320
C -1.477 -0.623 3.041
F -0.660 0.452 3.129
C -1.151 -1.785 3.644
F -0.006 -1.894 4.348
C -1.993 -2.977 3.561
O -1.678 -4.055 4.084
C -3.234 -2.798 2.808
F -4.028 -3.877 2.681
C -3.583 -1.618 2.254
F -4.750 -1.491 1.594
C 1.508 -0.593 -0.398
C 1.209 0.640 -0.946
N 0.388 0.754 -2.020
C 0.217 1.982 -2.780
C -0.650 1.608 -3.994
C -1.015 0.124 -3.854
C -0.239 -0.405 -2.630
C 1.816 1.927 -0.385
C 2.757 1.742 0.816
C 2.455 0.498 1.649
C 2.432 -0.749 0.752
H 1.160 -1.516 -0.869
H -0.263 2.773 -2.178
H 1.191 2.383 -3.114
H -1.537 2.248 -4.034
H -0.068 1.748 -4.910
H -2.091 -0.013 -3.707
H -0.711 -0.429 -4.749
H 0.517 -1.144 -2.954
H -0.920 -0.938 -1.944
H 1.017 2.626 -0.083
H 2.386 2.442 -1.176
H 2.703 2.633 1.455
H 3.786 1.667 0.440
H 3.209 0.393 2.438
H 1.475 0.606 2.133
H 3.468 -0.940 0.419
H 2.137 -1.622 1.351

The calculated energies rank the structures as follows, beginning with the most stable: P, Q.

## P
53
Properties=species:S:1:pos:R:3 method="wB97M-V/def2-TZVPD" mol_weight_g_mol=357.45 homo_energy_ev=-8.7 orbital_gap_ev=8.42
C -2.086 -0.536 4.780
H -2.326 -0.416 5.933
H -2.749 0.199 4.383
H -2.644 -1.445 4.431
C -0.823 -0.361 4.313
C -0.449 -0.511 2.798
C 0.052 -1.581 2.143
C -0.043 -1.859 0.735
C 0.527 -0.842 -0.063
C 0.768 -0.895 -1.331
C 0.458 -2.343 -1.996
C -0.170 -3.296 -1.319
C -0.372 -2.852 0.109
H -0.632 -3.925 0.772
H -0.492 -4.101 -1.731
N 0.707 -2.334 -3.407
C 1.146 -1.389 -4.290
O 1.680 -0.410 -4.111
C 0.959 -2.241 -5.599
C 2.180 -1.560 -6.659
C 1.481 -0.207 -7.337
O 1.523 -0.191 -8.509
O 1.442 0.686 -6.391
H 1.744 0.463 -5.497
H 2.023 -2.374 -7.514
H 2.966 -1.327 -6.051
H 1.226 -3.043 -5.672
H -0.009 -2.165 -6.034
H 0.331 -3.224 -3.728
H 1.264 -0.093 -1.895
H 0.857 0.009 0.495
H -0.066 -2.583 2.733
C -0.882 0.634 2.191
O -1.769 0.815 1.250
C -0.118 1.933 2.626
C -0.368 1.790 4.264
C -0.129 0.702 4.888
H 0.102 0.795 6.027
H 1.143 0.536 4.768
H -1.338 2.013 4.289
H 0.292 2.934 4.673
C -0.131 3.106 1.851
C 0.095 3.099 0.364
H 1.127 2.909 0.323
H -0.611 2.256 -0.165
H -0.117 4.121 0.090
C -1.829 3.768 2.063
H -1.970 4.735 1.538
H -2.611 2.799 1.588
H -2.076 3.750 2.919
H 0.175 3.913 2.425
H 0.881 1.592 2.569
H -0.341 -1.453 4.965

## Q
53
Properties=species:S:1:pos:R:3 method="wB97M-V/def2-TZVPD" mol_weight_g_mol=357.45 smiles="CCCCCCC(=O)Oc1cccc(N2C(=O)[C@H]3CCCC[C@H]3C2=O)c1" homo_energy_ev=-9.1 orbital_gap_ev=9.82
C -2.535 -0.281 2.688
C -2.849 -1.742 2.385
C -3.089 -2.002 0.897
C -4.472 -1.549 0.429
C -4.669 -1.708 -1.084
C -4.369 -0.424 -1.873
C -2.939 0.016 -1.681
O -1.989 -0.450 -2.250
O -2.891 1.027 -0.794
C -1.712 1.583 -0.332
C -1.794 2.900 0.109
C -0.676 3.518 0.634
C 0.523 2.835 0.737
C 0.593 1.521 0.297
N 1.806 0.797 0.398
C 1.877 -0.508 0.874
O 0.938 -1.177 1.207
C 3.351 -0.858 0.968
C 3.656 -2.338 0.747
C 3.612 -2.719 -0.728
C 4.538 -1.809 -1.527
C 4.033 -0.374 -1.446
C 4.005 0.134 0.008
C 3.043 1.305 0.017
O 3.256 2.440 -0.309
C -0.518 0.886 -0.245
H -3.325 0.377 2.333
H -2.426 -0.132 3.760
H -1.603 0.007 2.207
H -2.003 -2.348 2.714
H -3.728 -2.058 2.952
H -2.995 -3.074 0.703
H -2.310 -1.500 0.323
H -5.222 -2.146 0.954
H -4.635 -0.506 0.705
H -5.705 -1.982 -1.294
H -4.030 -2.511 -1.454
H -4.523 -0.616 -2.936
H -5.033 0.375 -1.544
H -2.737 3.419 0.033
H -0.739 4.540 0.972
H 1.397 3.315 1.145
H 3.638 -0.602 1.997
H 2.928 -2.924 1.310
H 4.651 -2.556 1.142
H 3.913 -3.761 -0.842
H 2.591 -2.621 -1.104
H 4.565 -2.122 -2.572
H 5.553 -1.873 -1.128
H 4.658 0.295 -2.039
H 3.022 -0.339 -1.861
H 5.008 0.433 0.316
H -0.444 -0.132 -0.586

The calculated energies rank the structures as follows, beginning with the most stable: Q, P.

## P
15
Properties=species:S:1:pos:R:3 method="wB97M-V/def2-TZVPD" mol_weight_g_mol=78.12 homo_energy_ev="1.3 / -5.7" spin_multiplicity=2 orbital_gap_ev="3.02 / 9.93" total_charge=-1
N 1.272 0.095 -1.736
C 0.215 0.659 -0.861
C 0.463 0.147 0.549
N -0.462 0.689 1.547
H 2.176 0.389 -1.378
H 1.184 0.507 -2.659
H 0.164 1.745 -0.920
H -0.722 0.252 -1.218
H 1.517 0.308 0.808
H 0.336 -0.938 0.486
H 0.036 0.607 2.442
H -0.411 1.710 1.422
H -1.346 -1.791 0.968
H -2.200 -2.228 -0.205
O -2.219 -2.150 0.756

## Q
15
Properties=species:S:1:pos:R:3 method="wB97M-V/def2-TZVPD" mol_weight_g_mol=78.12 homo_energy_ev="1.3 / -6.6" spin_multiplicity=2 orbital_gap_ev="1.98 / 9.86" total_charge=-1
N 1.259 1.309 2.747
C 0.132 1.035 1.825
C 0.641 0.629 0.439
N -0.276 1.110 -0.603
H 0.893 1.703 3.605
H 1.772 2.083 2.332
H -0.522 1.916 1.783
H -0.507 0.233 2.193
H 1.585 1.051 0.234
H 0.718 -0.462 0.481
H 0.130 0.822 -1.501
H -1.102 0.506 -0.656
H -2.155 -4.296 -3.887
H -0.926 -4.074 -4.708
O -1.642 -3.564 -4.283

## R
15
Properties=species:S:1:pos:R:3 method="wB97M-V/def2-TZVPD" mol_weight_g_mol=78.12 homo_energy_ev="1.3 / -5.8" spin_multiplicity=2 orbital_gap_ev="2.10 / 9.14" total_charge=-1
C 0.779 -0.748 0.429
N 0.684 0.581 1.063
C -0.782 1.080 1.385
N -1.127 2.035 2.391
H 0.262 -0.910 -0.455
H 1.658 -1.328 0.572
H 0.048 -1.405 0.972
H 1.314 1.302 0.664
H -1.228 0.136 1.461
H -1.171 1.409 0.330
H -0.367 1.760 3.128
H -1.125 2.964 2.122
H 1.023 -2.313 -4.202
H -0.105 -2.469 -5.375
O 0.137 -2.092 -4.485

The calculated energies rank the structures as follows, beginning with the most stable: P, Q, R.